ORCA calculation (ωB97M-V with the def2-TZVPD basis set) on a gas-phase ion, C30H30FOSi (charge +1) in a non-equilibrium geometry.

```
63
Properties=species:S:1:pos:R:3:lowdin_charge:R:1
Si -2.330 -2.832 0.979 0.50
F -6.043 -3.830 4.715 0.05
O -2.836 -1.609 2.099 0.02
C -6.026 -2.682 3.956 -0.23
C -5.226 -0.459 3.617 -0.17
C -0.415 1.510 -0.082 -0.05
C -4.102 2.818 7.654 -0.07
C -0.984 3.509 3.788 -0.05
C -3.152 0.939 0.242 -0.02
C -4.505 0.741 6.471 -0.02
C -0.724 0.920 4.828 -0.02
C -4.328 1.443 7.671 -0.06
C -1.358 1.957 -1.017 -0.04
C -1.776 1.244 3.985 -0.21
C 0.091 3.184 4.617 -0.06
C -4.229 0.670 3.903 -0.18
C -5.283 -1.595 4.418 0.04
C -2.823 0.170 3.716 -0.14
C -4.400 1.401 5.249 -0.16
C 0.238 1.888 5.133 -0.05
C -4.327 2.803 5.252 -0.04
C -2.630 -0.333 2.302 -0.08
C -2.207 0.507 1.207 -0.19
C -2.156 -2.173 -0.745 -0.14
C -2.722 1.674 -0.852 -0.05
C -5.976 -0.378 2.441 -0.04
C -6.652 -1.501 1.973 -0.06
C -6.684 -2.674 2.734 -0.01
C -4.137 3.505 6.439 -0.06
C -3.691 -4.092 1.092 -0.14
C -0.827 0.781 1.021 -0.01
C -0.706 -3.412 1.663 -0.14
C -1.918 2.519 3.452 -0.06
H -1.339 -1.449 -0.847 0.04
H -3.081 -1.712 -1.110 0.05
H -4.624 -3.713 0.658 0.04
H -1.929 -3.035 -1.393 0.06
H -4.361 0.898 8.616 0.11
H -3.913 3.362 8.583 0.11
H -1.110 4.522 3.381 0.12
H 0.017 -2.588 1.735 0.04
H 1.083 1.610 5.756 0.11
H -5.967 0.560 1.876 0.12
H -2.736 2.741 2.760 0.12
H -4.398 1.424 3.131 0.13
H -7.143 -1.450 1.004 0.12
H -0.131 0.405 1.779 0.13
H -0.664 -0.100 5.214 0.12
H -3.890 -4.385 2.130 0.05
H -4.011 4.588 6.403 0.11
H -3.455 2.011 -1.589 0.12
H -3.386 -4.983 0.528 0.05
H -1.026 2.526 -1.881 0.12
H 0.654 1.717 -0.213 0.12
H -4.373 3.339 4.303 0.11
H 0.835 3.948 4.857 0.11
H -7.199 -3.565 2.387 0.13
H -4.727 -1.690 5.349 0.12
H -0.291 -4.183 0.998 0.05
H -2.611 -0.676 4.392 0.17
H -4.718 -0.325 6.514 0.09
H -4.198 0.649 0.386 0.12
H -0.836 -3.846 2.663 0.05
```

As for the total charge: +1. As for the relative energy (zero: lowest compared OMol25 entry of this formula, charge and spin): 0.0 kJ/mol. Its multiplicity is 1. For the HOMO energy, the calculation gives -11.5 eV. The calculation puts the total energy at -44234.875 eV.

ORCA calculation (ωB97M-V with the def2-TZVPD basis set) on a gas-phase ion, C3H10NS (charge +1) in a non-equilibrium geometry.

```
15
Properties=species:S:1:pos:R:3:lowdin_charge:R:1
S -0.079 1.755 -0.820 0.77
N -0.359 -1.772 1.421 0.22
C -0.785 0.423 0.150 -0.57
C 0.270 -0.565 0.587 -0.42
C 1.039 -1.120 -0.583 -0.13
H -1.052 0.996 1.145 0.11
H -0.646 1.383 -2.004 -0.09
H 0.411 -2.306 1.917 0.19
H 1.921 -0.484 -1.156 0.15
H -1.511 -0.162 -0.447 0.10
H 0.554 -1.389 -1.566 0.10
H 1.006 -0.139 1.446 0.20
H -0.691 -2.482 0.939 0.08
H 1.639 -2.014 -0.244 0.09
H -1.007 -1.501 2.214 0.20
```

As for the total charge: +1. As for the relative energy (zero: lowest compared OMol25 entry of this formula, charge and spin): 191.2 kJ/mol. Its multiplicity is 1. For the HOMO energy, the calculation gives -13.0 eV. The SMILES is C[C@H]([NH3+])CS. The calculation puts the total energy at -15590.120 eV.

ORCA calculation (ωB97M-V with the def2-TZVPD basis set) on a molecular structure, C39H17AgF4N7O6S2 in a non-equilibrium geometry.

```
76
Properties=species:S:1:pos:R:3:lowdin_charge:R:1
Ag 2.192 -0.023 -1.043 0.80
S 3.088 4.040 -3.481 1.03
S -0.753 1.752 -0.697 0.97
F 3.035 -3.032 1.143 0.06
F -0.643 -5.547 -2.163 0.08
F -0.017 -2.086 2.918 0.04
F 0.172 -6.174 2.412 0.16
O -0.835 -6.167 0.414 0.14
O 0.193 1.824 -1.862 -0.54
O -0.134 -1.062 -0.823 0.01
O 2.708 -5.737 0.950 0.16
O 2.075 -3.229 -1.019 0.05
O -2.181 -3.428 -1.167 0.16
N 3.394 1.839 -2.177 0.01
N -4.075 -5.862 1.830 0.11
N -3.171 -1.669 2.570 0.13
N 2.941 3.395 1.168 0.18
N 2.349 -1.374 -4.138 0.15
N -0.926 -3.397 -4.566 0.20
N 2.912 1.255 0.540 0.07
C 2.011 0.609 4.070 -0.06
C 1.815 -5.038 0.535 -0.26
C 0.600 -2.801 0.781 -0.13
C -1.002 3.406 -0.099 -0.38
C -0.189 -2.196 -0.376 -0.20
C 3.165 2.875 -1.245 -0.33
C -0.946 -4.193 1.974 -0.06
C -4.916 0.459 -2.262 -0.08
C -3.268 0.472 -0.467 -0.06
C -3.963 0.992 -3.133 -0.07
C -1.258 5.939 1.015 -0.08
C 2.220 0.238 2.732 0.02
C 2.358 3.024 3.614 -0.03
C -2.314 -4.067 2.326 -0.22
C 0.438 -5.268 0.073 -0.03
C 1.230 -3.554 -3.216 -0.14
C 2.085 1.951 4.520 -0.07
C 1.970 -2.406 -3.723 -0.16
C 3.339 2.357 -3.369 -0.46
C 3.070 2.527 0.150 -0.28
C 2.579 2.663 2.316 -0.18
C 2.948 4.110 -1.775 -0.35
C -2.729 1.425 -2.627 -0.07
C -3.275 -5.065 2.081 -0.25
C -0.321 -5.384 1.455 -0.42
C -1.225 3.538 1.251 -0.08
C -1.412 4.807 1.807 -0.07
C -4.543 0.168 -0.954 -0.06
C 0.026 -3.571 -3.928 -0.24
C -2.777 -2.754 2.522 -0.24
C 1.900 -3.530 0.463 -0.27
C -0.925 5.792 -0.346 -0.08
C -0.964 -3.424 -1.141 -0.17
C 2.525 1.291 1.862 -0.20
C -0.027 -3.076 2.002 -0.22
C -0.835 4.521 -0.921 -0.07
C 1.206 -3.879 -1.866 -0.10
C -2.373 1.130 -1.313 -0.33
C 0.035 -4.680 -1.283 -0.19
H 1.685 -0.131 4.792 0.10
H 2.659 5.006 -1.255 0.07
H -2.030 1.965 -3.246 0.10
H 1.987 2.190 5.556 0.08
H -5.935 0.298 -2.605 0.10
H -0.685 6.649 -0.956 0.09
H -1.606 4.907 2.846 0.09
H -2.995 0.260 0.556 0.09
H -0.660 4.350 -1.970 0.11
H 3.465 1.766 -4.273 0.08
H 3.131 4.389 1.106 0.17
H -1.298 2.652 1.886 0.12
H -5.210 -0.339 -0.287 0.10
H -4.210 1.107 -4.174 0.10
H -1.399 6.917 1.423 0.09
H 2.124 -0.760 2.328 0.09
H 2.396 4.050 3.959 0.10
```

As for the total charge: -1. Its multiplicity is 1. For the HOMO energy (spin up / spin down), the calculation gives -3.4 / -3.4 eV. The calculation puts the total energy at -99964.506 eV.